This record from the Open Molecules 2025 dataset describes a cluster of 2 separate species, C5H10OS in total at a distorted geometry. The level of theory is ωB97M-V/def2-TZVPD.

Geometry as XYZ:
```
17
Properties=species:S:1:pos:R:3:mulliken_charge:R:1
C -1.37 0.08 0.39 -0.05
H -1.37 0.42 1.47 0.36
H -1.82 -1.31 -0.95 0.29
H 1.56 0.90 -0.85 0.22
H -0.64 0.53 -1.55 0.37
O 1.31 -1.72 0.98 -0.41
C -1.23 1.03 -0.82 -1.35
H 1.67 1.28 0.76 0.42
C 1.25 -0.63 0.56 0.66
C -1.93 -1.25 0.11 -0.89
S 3.76 0.32 -0.35 -0.22
H -3.04 -1.25 0.60 0.23
H 4.13 -0.12 0.85 0.13
H -1.41 -2.01 0.57 0.31
H -2.08 1.31 -1.34 0.42
C 1.87 0.49 0.10 -0.81
H -0.66 1.92 -0.54 0.32
```

Output
LUMO energy (alpha / beta) = 0.263 / 0.682 eV
Spin multiplicity = 1

This record from the Open Molecules 2025 dataset describes a cluster of 2 separate species, C5H10S2 in total at a distorted geometry. The level of theory is ωB97M-V/def2-TZVPD.

Geometry as XYZ:
```
17
Properties=species:S:1:pos:R:3:mulliken_charge:R:1
H -0.12 -0.10 -1.26 0.52
H 1.16 -0.16 1.00 0.34
H -1.95 -1.57 -0.65 0.38
C -1.46 0.25 0.41 -0.07
H -0.72 -1.85 0.56 0.11
H -2.49 0.62 0.23 0.29
H -1.14 0.75 1.45 0.24
C -1.72 -1.22 0.27 -1.18
H 0.96 2.16 -1.42 0.31
H -0.40 2.71 -0.09 0.17
S 2.05 -1.66 -0.41 -0.17
C 2.01 -0.15 0.49 -0.09
C 0.11 1.84 -0.67 -0.58
H 3.41 -1.60 -0.67 0.16
C -0.40 0.64 -0.53 -0.60
S 3.05 1.03 0.28 -0.22
H -2.35 -1.69 1.01 0.38
```

Output
SMILES = C=CCC.S=CS
LUMO energy = -0.340 eV
Spin multiplicity = 1

This record from the Open Molecules 2025 dataset describes a cluster of 2 separate species, C5H11B in total at a distorted geometry. The level of theory is ωB97M-V/def2-TZVPD.

Geometry as XYZ:
```
17
Properties=species:S:1:pos:R:3:mulliken_charge:R:1
H 2.45 -0.27 -0.37 0.25
H -2.02 -1.17 1.45 0.31
H -1.95 0.36 2.41 0.32
B -0.12 0.58 -0.45 0.12
H 2.24 -1.94 0.57 0.38
H 1.08 1.88 -1.62 0.24
H -2.46 0.25 0.65 0.29
H -0.59 1.78 -2.47 0.25
H -0.44 2.72 -0.99 0.33
C -1.78 -0.09 1.42 -1.22
C 0.00 -0.87 -0.15 -0.42
C 2.05 -1.35 -0.24 -0.98
C -0.04 1.82 -1.40 -0.82
H 0.43 -0.09 1.79 0.31
H 1.98 -1.89 -1.09 0.35
C -0.30 0.02 0.98 -0.08
H -0.53 -1.75 -0.50 0.38
```

Output
LUMO energy = 0.598 eV
Spin multiplicity = 1

This record from the Open Molecules 2025 dataset describes a structure of composition C5H11Br6N3O6. The level of theory is ωB97M-V/def2-TZVPD.

Geometry as XYZ:
```
31
Properties=species:S:1:pos:R:3:mulliken_charge:R:1
H -2.68 0.66 -1.88 0.06
N -4.72 0.28 -1.74 0.91
O 3.25 -1.22 1.08 -0.50
N 3.48 -1.68 2.17 0.86
Br 0.07 1.16 3.67 -0.05
H 2.69 -0.45 3.62 0.15
O -0.02 2.83 -0.14 -0.53
O -5.41 1.01 -1.05 -0.54
H -3.72 1.96 -2.48 0.30
C -3.57 0.89 -2.46 -0.44
N 0.34 1.73 -0.50 0.80
H 4.21 0.14 2.90 0.27
Br -0.72 -1.32 1.86 -0.01
Br 1.00 -2.17 -4.62 -0.04
H 2.16 2.07 0.42 0.35
C 0.30 -1.63 -2.92 -0.10
Br 1.54 -2.02 -1.51 0.01
C 3.69 -0.72 3.28 -0.61
H -1.20 1.07 1.54 0.11
H 0.13 -0.56 -2.92 0.16
C -1.20 0.45 2.42 -0.06
Br -1.39 -2.48 -2.57 -0.02
H 1.81 0.36 0.11 0.10
O -0.39 0.90 -1.03 -0.37
H -3.53 0.43 -3.44 0.26
O 3.55 -2.87 2.43 -0.52
Br -2.97 0.47 3.16 -0.01
C 1.77 1.36 -0.31 -0.64
O -4.91 -0.91 -1.89 -0.54
H 4.21 -1.23 4.08 0.31
H 2.23 1.48 -1.28 0.30
```

Output
LUMO energy = -0.383 eV
Spin multiplicity = 1

This record from the Open Molecules 2025 dataset describes a structure of composition C5H11BrI2O5S at a distorted geometry. The level of theory is ωB97M-V/def2-TZVPD.

Geometry as XYZ:
```
25
Properties=species:S:1:pos:R:3:mulliken_charge:R:1
H 0.77 -1.56 2.85 0.18
H -1.16 -0.50 -4.29 0.34
Br 2.27 -0.02 -1.52 0.11
H -3.23 0.17 -3.35 0.48
I -1.46 2.48 -4.19 0.03
H 3.14 -1.53 2.41 0.34
O -0.65 0.81 0.96 -0.60
C -1.37 -0.81 -3.26 -0.84
C -2.05 1.55 -2.27 -0.25
C -2.44 0.10 -2.59 -0.79
H -1.85 -1.80 -3.36 0.37
H 1.33 -1.68 4.54 0.32
C 1.89 0.15 3.53 -0.44
S -0.35 0.64 -0.48 0.85
O 2.27 0.56 2.21 -0.51
O 2.74 -2.06 3.10 -0.52
O -1.03 1.86 -1.35 -0.27
O 1.27 1.15 -0.53 -0.33
H 2.72 0.38 4.19 0.28
H -0.47 -0.97 -2.66 0.20
H -2.95 2.10 -2.00 0.54
H 1.49 0.50 1.66 0.27
I -3.49 -0.92 -0.96 0.15
H 1.01 0.73 3.85 0.29
C 1.59 -1.34 3.54 -0.21
```

Output
LUMO energy = -1.193 eV
Spin multiplicity = 1

This record from the Open Molecules 2025 dataset describes a cluster of 2 separate species, C5H11Cl2O4P in total at a distorted geometry. The level of theory is ωB97M-V/def2-TZVPD.

Geometry as XYZ:
```
23
Properties=species:S:1:pos:R:3:mulliken_charge:R:1
C 2.43 -0.01 0.10 -0.17
C -1.87 -1.11 2.30 -0.72
O -1.57 -1.21 -1.58 -0.22
Cl 3.37 -0.73 -1.10 -0.14
Cl 3.56 2.60 1.62 -0.22
H -0.25 -2.73 -2.00 0.30
H -2.17 -3.08 -1.92 0.23
C 0.92 1.71 2.03 -0.82
H -0.19 2.01 1.73 0.19
P -0.76 -0.69 -0.30 0.66
H 1.46 3.03 0.58 0.40
H -2.86 -1.42 2.53 0.27
O -0.98 0.78 -0.12 -0.54
O 2.11 1.27 -0.09 -0.27
H -1.17 -1.65 2.92 0.26
H 0.82 0.62 2.23 0.16
H -1.85 -0.09 2.40 0.34
H -1.32 -2.29 -3.38 0.21
O -1.74 -1.45 0.88 -0.35
C 1.84 2.19 0.94 0.11
H 1.22 2.17 3.05 0.40
C -1.35 -2.45 -2.22 -0.58
H 2.45 -0.43 1.02 0.50
```

Output
LUMO energy (alpha / beta) = -0.116 / -2.019 eV
Spin multiplicity = 1

This record from the Open Molecules 2025 dataset describes a structure of composition C5H11ClCrFeNSe at a distorted geometry. The level of theory is ωB97M-V/def2-TZVPD.

Geometry as XYZ:
```
21
Properties=species:S:1:pos:R:3:mulliken_spin:R:1
H -0.18 1.67 0.97 0.02
Cr 0.47 0.19 -1.43 4.19
H 2.33 -0.55 -3.29 0.00
H 3.19 -0.34 -1.77 0.01
C 0.62 -1.18 2.32 0.30
C 2.25 -0.72 -2.20 -0.03
H -1.87 0.94 -2.65 0.02
H -0.88 2.39 -2.37 0.04
C -0.83 1.32 -2.66 -0.15
H 1.51 1.05 1.03 -0.03
C 0.53 0.87 0.50 0.45
H 1.61 -0.97 1.94 -0.03
C -2.82 0.72 2.61 0.15
H 2.24 -1.82 -2.04 0.03
H -0.49 1.31 -3.72 0.00
H 0.45 -0.64 3.29 -0.02
H 0.48 -2.26 2.49 0.00
Se -4.11 1.46 3.57 0.06
Fe -0.85 -0.86 1.03 3.93
N -1.91 0.22 1.99 -0.06
Cl -1.72 -2.78 0.41 0.09
```

Output
LUMO energy (alpha / beta) = 4.666 / 4.657 eV
Spin multiplicity = 10
Charge = -2

This record from the Open Molecules 2025 dataset describes a cluster of 2 separate species, C5H11ClO2Si in total at a distorted geometry. The level of theory is ωB97M-V/def2-TZVPD.

Geometry as XYZ:
```
20
Properties=species:S:1:pos:R:3:mulliken_charge:R:1
H -1.29 2.67 0.81 0.31
H -1.66 0.92 -1.64 0.35
H 0.66 0.54 2.24 -0.06
C 3.06 -0.98 0.39 -0.59
C -0.92 2.27 -0.09 -0.47
C 2.27 -0.04 -0.16 -0.26
H -0.89 3.04 -1.03 0.23
Cl -4.24 -0.40 0.11 -0.76
H 2.59 0.26 -1.05 0.47
H -1.97 -1.67 0.14 0.25
O 0.47 2.09 0.26 -0.32
H 2.88 -1.12 1.47 0.19
H -2.56 0.79 -0.02 0.02
H -1.26 -1.47 -1.36 0.28
H -0.16 -1.98 0.01 0.33
C -1.04 -1.39 -0.22 -0.60
O -0.67 -0.08 -0.01 0.10
C -1.57 0.95 -0.51 -0.04
Si 0.81 0.58 0.76 0.27
H 3.91 -1.39 -0.10 0.30
```

Output
LUMO energy = -0.524 eV
Spin multiplicity = 1

Total energy: -18225.3213; -27014.3891; -6035.6546; -442364.6770; -112676.6641; -47883.9326; -147526.1876; -29856.1927 (eV)